{"formula": "C35H43ClN4O4S2SeTi", "method": "ωB97M-V/def2-TZVPD", "e_homo_ev": [-12.44, -12.44], "gap_ev": [4.89, 4.86], "total_charge": 2, "elements": ["Se", "Ti", "Cl", "S", "S", "O", "O", "O", "O", "N", "N", "N", "N", "C", "C", "C", "C", "C", "C", "C", "C", "C", "C", "C", "C", "C", "C", "C", "C", "C", "C", "C", "C", "C", "C", "C", "C", "C", "C", "C", "C", "C", "C", "C", "C", "C", "C", "C", "H", "H", "H", "H", "H", "H", "H", "H", "H", "H", "H", "H", "H", "H", "H", "H", "H", "H", "H", "H", "H", "H", "H", "H", "H", "H", "H", "H", "H", "H", "H", "H", "H", "H", "H", "H", "H", "H", "H", "H", "H", "H", "H"], "positions_angstrom": [[0.5417, -1.2705, -1.6717], [-0.6002, 1.3124, -1.5375], [-3.7423, -0.0101, -1.7423], [-0.4188, 0.7136, -6.0108], [-3.2294, 4.8371, -1.9111], [-3.8558, -1.0008, -0.6276], [-4.0690, -0.6466, -3.0219], [-2.2136, 0.4241, -1.8922], [-4.4333, 1.2807, -1.6310], [-0.0199, 1.7379, -3.7175], [-0.9747, 1.1740, 0.7600], [-1.2471, 3.2411, -1.8974], [1.1676, 1.8074, -0.5210], [-0.5302, 0.7170, 5.8389], [5.8601, 0.0606, -0.9180], [-1.2192, 4.8333, 0.0578], [0.1715, 0.6508, 2.7970], [2.0280, 0.6386, -4.6578], [-1.8496, -2.9841, -2.1555], [3.7884, 1.0041, 0.1077], [-0.6903, -3.2731, 0.0452], [4.9816, -1.0375, 1.0386], [-1.8133, -3.9946, 0.4376], [-1.5512, 1.9438, -5.4848], [-2.6652, -0.6946, 5.1357], [-0.7719, -2.7012, -1.2598], [-1.7756, -2.4809, -3.6069], [-0.4050, -1.5534, 4.9136], [2.7308, 0.8718, 1.0427], [-1.0786, 0.4380, 3.4284], [-2.8949, -4.2383, -0.3718], [-2.1445, 1.1397, 1.4066], [-2.8811, -3.7777, -1.6887], [2.1652, 2.0611, -1.3747], [0.6318, -3.3258, 0.7759], [-2.2307, 0.8431, 2.7499], [0.5943, 1.0205, -4.6555], [1.4416, 1.1860, 0.6661], [-1.7873, 4.1911, -1.1996], [3.4941, 1.7453, -1.0664], [-1.2141, -0.2252, 4.8667], [0.1939, 1.0698, 1.4413], [-1.2383, 2.3073, -4.1992], [-2.9763, 3.9352, -3.3321], [5.9720, 1.2545, 1.2581], [-4.2109, -4.7161, 0.1611], [-1.8540, 3.1406, -3.1990], [5.1398, 0.3362, 0.3919], [-1.7835, -4.4108, 1.4360], [-5.0342, -4.0639, -0.1180], [6.0693, 2.2800, 0.8584], [5.2712, -0.3698, -1.7478], [4.3082, -1.6054, 0.4143], [-1.5920, 5.8401, 0.2658], [-0.4403, 0.2316, 6.7881], [1.1387, 0.5941, 3.3322], [2.9130, 0.5803, 2.0571], [6.3067, 1.0362, -1.2865], [-3.0209, 1.3487, 0.7585], [-0.1333, 4.9188, -0.2460], [0.6950, -3.9174, 1.7041], [-1.4388, -1.4600, -3.6224], [-4.1010, -4.6118, 1.2744], [-2.3831, 2.2466, -6.1602], [-3.7063, -4.0532, -2.3065], [-1.3574, 4.1365, 0.8830], [2.6772, 1.3540, -5.2160], [4.6691, -0.9417, 2.0671], [-3.1577, -1.3804, 4.4079], [-3.5728, 4.0938, -4.2426], [-0.8345, -2.1550, 4.0712], [-2.7377, -2.5270, -4.1612], [5.6338, 1.3003, 2.2870], [0.9056, -2.3195, 1.0770], [2.3445, 0.6591, -3.5762], [-3.2605, 0.7184, 3.1951], [2.1329, -0.3992, -5.0150], [-2.6553, -1.2554, 6.0668], [6.9804, 0.8383, 1.3268], [-1.0811, 1.6465, 6.0516], [0.5235, 0.9146, 5.4688], [1.3814, -3.6750, 0.0568], [4.2138, 2.0163, -1.8351], [1.9172, 2.6664, -2.2314], [-1.0726, -3.0929, -4.1961], [6.6808, -0.5737, -0.6986], [-0.4790, -2.0354, 5.9078], [-4.4990, -5.7405, -0.1939], [-3.3062, 0.1947, 5.3804], [0.6586, -1.3430, 4.7498], [5.9102, -1.6705, 0.9987]]}